No. 1
ORCA calculation (ωB97M-V/def2-TZVPD) on a molecular structure, C32H46N3O5PSi2TeTl.

Each line ends with the Mulliken charge.
CARTESIAN COORDINATES (ANGSTROEM)
H (-0.41, 4.01, 3.73)  0.419
H (1.35, 4.27, 3.70)  0.392
H (3.17, 1.05, -0.93)  -0.561
H (-0.35, -0.86, -5.72)  0.441
H (-1.56, -4.54, 1.54)  0.563
H (-3.00, -3.46, -1.98)  0.348
C (2.43, 0.44, 2.86)  -0.590
H (-1.60, -3.08, 2.55)  0.276
C (1.65, -5.70, -2.45)  -0.531
H (0.38, 6.83, -3.15)  0.397
C (-0.69, 0.02, 5.68)  -0.632
H (-2.36, -4.76, -0.97)  0.377
H (-4.90, -0.15, 0.29)  0.399
Tl (0.70, -0.56, 0.13)  2.820
C (2.57, -3.11, -1.97)  0.665
C (-2.17, -3.74, -1.32)  -1.287
C (3.66, 0.16, -0.54)  -0.595
H (-1.26, -3.75, -1.91)  0.223
H (-2.61, 2.97, -1.17)  0.439
C (-2.26, -1.04, -2.93)  -0.663
O (1.05, 1.94, -0.18)  -0.216
Te (3.99, 3.55, -0.94)  -0.401
H (-4.65, 0.18, -1.42)  0.298
H (0.68, 2.73, 3.18)  0.015
H (-2.36, 1.73, -2.40)  0.353
H (-2.73, -1.18, -5.01)  0.454
H (-4.09, -3.39, 1.29)  0.425
H (4.04, -3.55, -3.47)  0.352
O (0.77, -2.87, -0.41)  -0.528
H (-1.03, 2.23, -1.37)  -0.031
H (0.24, 5.41, 1.78)  0.335
H (4.65, 0.09, -1.00)  0.558
C (-1.95, -1.04, -4.27)  -0.788
C (1.34, 0.26, 3.77)  0.335
H (-0.17, -3.44, 1.59)  0.149
H (-1.75, -1.09, 4.19)  0.323
H (-0.87, 5.68, -2.63)  0.284
C (0.32, -0.67, -3.68)  -0.568
H (3.30, 0.94, 3.30)  0.176
C (1.02, -4.92, -1.51)  -0.525
Si (-2.55, 0.71, -0.14)  0.201
C (-1.25, -3.49, 1.60)  -1.315
H (1.30, -6.72, -2.61)  0.415
C (0.49, 0.72, 6.00)  -0.911
C (3.18, -3.94, -2.93)  -0.694
C (-4.42, 0.52, -0.41)  -1.276
H (0.79, 6.13, -0.80)  0.171
H (0.62, 1.16, 6.98)  0.394
C (1.42, -3.58, -1.25)  0.037
H (2.09, 5.57, -1.85)  0.278
C (0.51, 3.80, 3.18)  -1.139
C (-2.29, 1.26, 1.62)  -0.045
C (2.73, -5.21, -3.19)  -0.863
P (1.75, 3.27, -0.29)  -0.366
H (-2.80, 2.21, 1.82)  0.569
C (1.02, 5.46, -1.63)  -0.173
H (4.21, 1.28, 1.20)  0.503
O (1.67, 4.12, 1.10)  -0.353
C (1.47, 0.82, 5.05)  -0.527
C (-1.50, -0.84, -0.51)  2.002
H (4.49, -0.47, 1.33)  0.393
H (-3.27, -1.17, -2.59)  0.407
C (3.21, -1.86, -1.67)  -0.532
C (-3.83, -2.45, 0.80)  -1.524
H (4.16, -1.69, -2.20)  0.187
H (-2.63, 0.52, 2.34)  0.161
O (0.74, 4.12, -1.25)  0.084
H (0.44, 5.13, -3.67)  0.300
H (1.36, -0.51, -3.93)  0.468
Si (-2.04, -2.57, 0.16)  1.409
H (-0.40, 3.86, 1.21)  0.104
C (0.19, 5.80, -2.85)  -1.302
H (-4.87, 1.51, -0.29)  0.378
H (0.19, -5.30, -0.93)  0.359
H (-4.56, -2.29, 0.00)  0.327
H (2.39, 1.36, 5.28)  0.352
C (-1.24, -0.86, -1.98)  -1.421
N (2.51, 0.09, 1.63)  -0.018
O (-0.03, -1.04, 2.30)  0.075
N (2.83, -0.98, -0.83)  -0.116
N (0.02, -0.67, -2.39)  0.449
C (0.42, 4.33, 1.76)  0.047
H (-1.22, 1.41, 1.80)  -0.550
H (-3.95, -1.65, 1.54)  0.308
C (0.16, -0.47, 3.43)  -0.002
C (-2.09, 2.03, -1.39)  -0.793
C (-0.85, -0.55, 4.44)  -0.283
H (-1.48, -0.06, 6.42)  0.421
C (-0.63, -0.86, -4.67)  -1.003
H (3.21, -5.83, -3.94)  0.387
C (3.79, 0.29, 0.97)  -0.879

Computed properties:
Total charge   -1
Largest force on an atom   1.2 eV/Å
E_tot   -3148.5146 hartree

No. 2
ORCA calculation (ωB97M-V/def2-TZVPD) on 2 unconnected molecules or ions with the total composition C32H47.

Each line ends with the Mulliken charge.
CARTESIAN COORDINATES (ANGSTROEM)
C (-0.09, 1.74, -3.67)  -1.480
C (1.86, -0.99, 0.52)  0.623
C (4.48, 2.22, -5.67)  -1.486
H (0.40, -2.36, -1.61)  0.278
H (-0.27, 1.50, -4.73)  0.428
H (-0.07, 2.17, -1.36)  0.416
H (5.28, 1.49, -5.52)  0.324
C (-5.27, 0.38, 1.05)  -0.635
C (2.77, -3.20, 2.06)  0.596
H (-1.49, -1.88, 0.13)  0.060
H (4.08, -4.87, 2.40)  0.359
H (-5.77, 1.28, 0.66)  0.408
H (0.50, 1.58, 0.89)  0.490
C (-1.83, -0.89, 0.43)  -0.896
H (1.04, -0.17, -1.29)  0.408
C (0.93, 2.47, -1.03)  0.175
H (2.44, -5.12, 2.99)  0.356
H (3.54, -4.03, 3.87)  0.384
C (-4.43, 0.80, 2.28)  -0.779
C (2.21, 2.01, -4.60)  -1.002
H (-5.40, -1.74, 2.98)  0.349
H (-6.86, -0.92, 0.41)  0.344
H (-0.74, 2.59, -3.41)  0.315
H (2.33, -4.39, 0.31)  0.423
C (1.88, 2.40, -2.23)  0.265
H (-7.09, -0.26, 2.03)  0.340
H (5.13, 2.90, -3.13)  0.442
H (1.43, 1.03, 2.60)  0.207
H (3.16, 1.17, 2.14)  0.310
C (-2.45, -0.69, 1.61)  1.305
H (-6.62, -2.66, 2.12)  0.422
H (-5.16, -3.58, 0.70)  0.478
H (3.13, -1.77, 3.62)  0.307
H (3.29, 3.25, 0.03)  0.138
C (2.40, 0.51, 2.57)  -1.288
H (1.72, 4.30, -0.11)  0.262
H (-4.71, 0.20, 3.16)  0.443
C (-2.74, -1.85, 2.55)  -1.144
H (-2.39, 0.98, 2.96)  0.374
H (4.72, 2.37, -0.56)  0.384
C (-5.78, -1.96, 1.98)  -0.625
H (1.59, -3.65, -1.66)  0.457
H (4.96, 3.19, -5.87)  0.340
H (2.71, 0.36, 3.61)  0.480
C (-4.71, -2.67, 1.12)  -0.651
H (-1.63, -0.06, -0.24)  0.284
H (-3.30, -1.50, 3.43)  0.395
C (-2.91, 0.69, 2.03)  -1.077
C (1.89, -2.33, -0.03)  1.126
C (0.77, 3.89, -0.48)  -1.761
H (-4.62, 0.02, 0.25)  0.333
H (-2.76, -3.56, 1.22)  0.397
C (3.26, 2.71, -2.11)  1.468
H (-0.41, 0.87, -3.08)  0.213
H (2.05, -2.02, -2.17)  0.363
C (1.37, 2.06, -3.49)  0.933
C (4.07, 2.65, -3.24)  -0.790
C (2.77, -1.91, 2.60)  -1.341
C (-6.34, -0.68, 1.35)  -1.028
C (3.23, -4.37, 2.88)  -1.428
H (-4.43, -2.05, 0.26)  0.297
H (2.23, 1.78, 0.54)  -0.278
H (1.78, 1.74, -5.57)  0.266
H (-3.72, -3.78, 2.69)  0.383
C (1.38, 0.06, -0.28)  0.160
C (1.28, 1.47, 0.11)  -0.771
H (-2.63, 1.40, 1.25)  0.207
H (3.91, 1.93, -6.56)  0.359
C (3.95, 3.11, -0.83)  -2.137
H (-1.77, -2.22, 2.94)  0.380
C (-3.45, -3.05, 1.90)  -0.841
H (0.41, 4.55, -1.28)  0.466
H (-4.68, 1.84, 2.52)  0.486
H (4.48, 4.06, -0.98)  0.465
C (3.57, 2.29, -4.49)  0.724
C (2.33, -0.81, 1.88)  1.448
H (0.04, 3.92, 0.33)  0.427
C (1.46, -2.59, -1.44)  -1.629
C (2.33, -3.39, 0.75)  -1.198

Computed properties:
Relative energy (zero: lowest compared OMol25 entry of this formula, charge and spin)   0.0 kcal per mole
Total charge   +1
Largest force on an atom   1.0 eV/Å